No. 1
Entry from the Open Molecules 2025 dataset: 2 unconnected molecules or ions with the total composition C4H12 at a distorted geometry (ωB97M-V/def2-TZVPD).

Results
LUMO	0.042	hartree
net charge	0
max |F|	0.0323	hartree/bohr
frontier orbital gap	12.892	eV
electronic energy	-4342.1543	eV
SMILES string	CC.CC

The geometry in XYZ format:
```
16
Properties=species:S:1:pos:R:3:forces:R:3:lowdin_charge:R:1
C -0.14445 0.84022 1.80096 -0.2090 -0.7641 0.5617 -0.17
C -1.50948 1.44616 2.14800 0.1875 0.2352 -0.5524 -0.16
H 0.00740 0.81011 0.73023 0.3663 0.4260 -0.1114 0.03
H 0.66730 1.31182 2.34830 0.1373 0.3293 -0.3361 0.06
H -0.06072 -0.20689 2.10128 -0.2805 -0.0751 0.0492 0.06
H -2.07133 1.60554 1.23645 -0.2768 -0.1333 -0.2609 0.05
H -2.12859 0.82900 2.78940 0.0890 0.0222 0.2869 0.06
H -1.39897 2.44909 2.54849 -0.0274 0.0020 0.4116 0.06
C 0.81835 -1.14840 -1.19247 0.1137 -0.4028 -0.8787 -0.17
C 0.84694 -1.14992 -2.75747 -0.4050 0.8563 1.3656 -0.15
H 1.46537 -0.37779 -0.79496 -0.0011 0.2665 0.1421 0.05
H -0.20025 -1.01129 -0.83702 0.0895 0.0393 0.2238 0.05
H 1.21547 -2.09177 -0.81450 -0.2581 -0.0285 0.0937 0.06
H 1.15383 -0.15707 -3.08510 0.4744 -0.1826 -0.2426 0.06
H -0.17231 -1.21028 -3.13499 0.0958 -0.6670 -0.1991 0.06
H 1.51144 -1.93853 -3.08660 -0.0957 0.0767 -0.5534 0.06
```
Forces are in eV/Å.

No. 2
Entry from the Open Molecules 2025 dataset: a single C39H48N2O7 molecule at a distorted geometry (ωB97M-V/def2-TZVPD).

Results
LUMO	-0.057	hartree
net charge	0
max |F|	0.1768	hartree/bohr
frontier orbital gap	6.701	eV
electronic energy	-58496.5617	eV

The geometry in XYZ format:
```
96
Properties=species:S:1:pos:R:3:forces:R:3:lowdin_charge:R:1
C 1.29014 2.42026 -7.13479 0.4022 0.2933 1.0994 -0.13
C 0.74900 1.85542 -5.65667 0.1050 0.2109 -1.1826 -0.38
C 0.22869 0.31120 -5.85017 -0.9291 0.4052 -0.1579 -0.12
C 1.97857 2.03947 -4.58136 -0.7411 0.1638 0.1520 -0.18
C 2.20177 0.75545 -3.57386 0.9143 0.9876 1.2318 -0.29
C 3.56457 1.11752 -2.67882 -0.3012 -0.1851 -0.8671 -0.10
C 0.95206 0.74221 -2.51125 0.5699 1.0724 -0.7445 -0.17
O 0.85939 -0.52641 -1.71495 -2.9809 2.8150 1.9174 -0.14
C -0.14156 -0.16743 -0.66381 -1.8984 0.3468 2.3775 -0.08
C -1.73788 0.09491 -1.07113 0.7428 0.3404 3.5381 0.08
C -2.88082 0.49720 0.03630 3.3404 -0.6485 0.6214 -0.08
C -4.43175 0.68338 -0.46665 0.2613 0.1749 -0.3730 -0.18
C -4.90719 -0.49402 -1.52390 -0.4689 0.7815 0.3650 -0.19
C -4.49048 -2.01490 -1.07445 -0.8675 0.0414 -0.1726 -0.24
N -3.68754 -2.65543 -2.18665 0.5123 -0.0664 1.0626 -0.11
C -2.98606 -3.92255 -1.74250 0.2559 -1.0713 -0.3356 -0.21
C -1.46508 -4.11064 -2.35042 4.0919 -0.4327 -1.1472 -0.06
C -1.11728 -4.38225 -3.95274 2.9407 0.1203 2.3039 -0.03
C 0.45120 -4.59024 -4.48125 -0.1736 0.5658 3.3676 -0.09
C 1.76688 -4.52941 -3.46041 -5.0543 0.7263 1.5830 -0.06
C 1.41957 -4.25492 -1.85053 -2.2835 -0.4255 -3.0340 0.01
C -0.14565 -4.07698 -1.33269 0.5934 -0.3447 -2.7084 -0.14
O -0.38673 -3.86336 0.12165 0.0842 -1.9315 -3.0374 -0.10
C -2.45961 0.69948 1.62733 1.9786 -0.8304 -2.4040 -0.05
C -3.66616 1.10127 2.66182 -1.8515 0.1087 1.9064 -0.15
C -4.18318 2.66473 2.79684 -1.8203 -3.7078 2.1981 -0.02
C -5.44333 3.00918 3.82333 1.5433 -3.9031 -0.7814 -0.06
C -6.17886 1.78941 4.69791 3.3313 -0.9692 -2.7157 -0.07
C -5.63084 0.21864 4.55441 1.5359 3.5387 -2.3143 -0.06
C -4.36537 -0.12928 3.52559 -2.0718 4.0385 0.8649 0.00
C -0.88229 0.47507 2.01326 -0.8970 -0.2150 -1.9375 0.03
C 0.28802 0.02343 0.90666 -2.7954 0.7228 -0.6824 0.06
C 1.83384 -0.20216 1.50142 1.2963 -3.6686 -2.2820 -0.15
O 2.54791 -1.21660 1.01123 -3.9567 6.3598 3.1847 -0.01
C 2.29474 0.83937 2.68826 -3.1675 1.1238 2.2448 -0.03
C 3.79824 1.47523 2.82824 0.3747 -0.7589 0.3279 -0.10
C 5.00800 0.56654 2.20222 1.6689 0.2942 0.6001 -0.32
O 5.02175 0.51909 0.70857 1.4337 0.1033 1.4377 -0.13
C 5.14599 -0.94147 2.88961 -0.2393 -0.6690 -0.5350 -0.21
N 5.67202 -1.99239 1.91156 -0.5875 0.9417 0.5201 -0.05
C 1.22559 1.25583 3.68313 1.9715 -0.8784 -1.8336 -0.03
C 1.49395 2.32281 4.92179 -1.0178 0.2581 -0.4773 -0.14
C 1.28668 1.68097 6.41773 -0.9630 1.2529 0.5092 -0.09
C 1.85663 2.77468 7.54474 4.0862 -1.1997 4.8364 -0.26
O 2.82994 2.47867 8.43660 -6.3202 1.9256 -6.2449 -0.03
O 1.27853 4.14318 7.65000 -0.2827 -3.3107 -0.1486 -0.03
C -0.34956 0.69882 3.58326 -2.2157 -1.4158 2.4856 -0.15
O -1.10884 0.42202 4.65289 4.7537 2.0027 -6.4865 -0.03
H 0.39417 2.67377 -7.85201 1.9052 -0.6770 1.3106 0.08
H 1.93004 3.40697 -6.92985 -1.5192 -2.0267 -0.5771 0.08
H 2.04454 1.62848 -7.57548 -1.6892 1.5391 0.6674 0.09
H -0.18709 2.53075 -5.35549 2.0595 -1.5209 -0.5269 0.14
H 1.09370 -0.49163 -5.87151 -1.8564 1.7388 0.1383 0.09
H -0.58502 0.07547 -5.01011 2.0058 0.1758 -1.7425 0.08
H -0.36487 0.25005 -6.87416 1.3012 0.1037 2.0516 0.09
H 2.95891 2.35010 -5.17179 -1.8965 -0.9909 1.3409 0.12
H 1.70052 2.98440 -3.91291 0.7080 -2.0070 -1.2393 0.13
H 2.37378 -0.26822 -4.11867 -0.6413 2.0548 1.0606 0.14
H 3.61176 2.28765 -2.60552 -0.0008 -2.2504 0.0875 0.08
H 3.49258 0.63205 -1.61537 0.3476 0.9008 -2.0708 0.07
H 4.52704 0.74853 -3.27407 -2.0145 0.7669 1.4579 0.09
H 1.13439 1.59579 -1.71673 -0.3220 -1.4434 -1.7644 0.15
H -0.03761 0.97773 -3.09923 1.7460 -0.6690 1.3194 0.11
H -2.06026 -0.02302 -2.19919 0.8296 0.2691 2.5900 0.10
H -4.48311 1.74525 -1.00545 0.0461 -2.3049 1.0950 0.13
H -5.23215 0.70657 0.38672 2.0368 -0.0156 -1.2188 0.11
H -4.50606 -0.16429 -2.58163 -0.7343 -1.1467 1.9905 0.11
H -6.09847 -0.43917 -1.56588 2.6735 -0.0184 -0.0418 0.12
H -5.51074 -2.61820 -0.93448 2.2339 1.1377 -0.3865 0.13
H -3.95387 -2.08126 -0.01777 -0.8167 0.4829 -2.0935 0.12
H -3.04784 -1.98443 -2.66668 -0.6203 -0.8885 1.0086 0.08
H -3.00894 -3.97297 -0.55223 0.4957 0.0533 -2.5238 0.12
H -3.61280 -4.85607 -2.13898 1.3322 1.9249 0.8750 0.13
H -1.97950 -4.43166 -4.77336 2.0534 0.1234 2.1268 0.09
H 0.66201 -4.80384 -5.63368 -0.6870 0.5555 2.8106 0.08
H 2.88081 -4.65843 -3.86538 -2.8295 0.3126 1.0832 0.09
H 2.35757 -4.21986 -1.13395 -2.4952 0.0344 -1.3248 0.10
H -0.76589 -4.73796 0.43017 0.6202 1.4428 -0.4505 0.11
H -3.63577 3.45823 2.12416 -1.3448 -1.6454 1.6253 0.09
H -5.78756 4.12855 3.85500 0.5917 -2.5326 0.1270 0.07
H -7.09678 2.00616 5.40629 2.1818 -0.3779 -1.6657 0.08
H -6.20653 -0.60265 5.17992 1.5199 1.7969 -1.5401 0.08
H -4.04183 -1.25260 3.44531 -0.4572 2.5911 0.0102 0.10
H 4.01789 1.56102 3.99855 -0.4189 -0.3034 -2.6021 0.13
H 3.90431 2.56129 2.39697 -0.6035 -2.1449 0.6251 0.14
H 6.02390 1.12287 2.49227 -2.2487 -0.9407 -0.3748 0.15
H 5.99299 0.42943 0.41132 -2.3999 0.2232 0.9128 0.12
H 4.08028 -1.34174 3.23424 2.3894 1.0014 -0.5263 0.12
H 5.92834 -0.92348 3.78658 -1.9538 0.2399 -1.7729 0.12
H 6.48500 -1.63863 1.36152 -1.2372 -0.4645 0.5385 0.06
H 4.90447 -2.35233 1.29888 1.1131 0.9421 0.5831 0.06
H 0.64652 3.15512 4.80167 1.8780 -1.7767 0.2149 0.14
H 2.51196 2.89349 4.85161 -1.8721 -1.4024 -0.0840 0.11
H 0.11034 1.64262 6.61404 2.5987 -0.1626 -0.4544 0.13
H 1.74006 0.60714 6.56289 -0.6592 2.4619 -0.1373 0.14
H 0.29720 4.09798 7.87607 1.7477 -0.2465 -0.6642 0.13
```
Forces are in eV/Å.

No. 3
Entry from the Open Molecules 2025 dataset: a molecular structure, C15H12I2InN2O10SSc at a distorted geometry (ωB97M-V/def2-TZVPD).

Results
LUMO (spin up / spin down)	-0.616 / -0.621	hartree
net charge	+4
max |F|	0.2416	hartree/bohr
frontier orbital gap (spin up / spin down)	3.159 / 3.040	eV
electronic energy	-92059.4111	eV

The geometry in XYZ format:
```
44
Properties=species:S:1:pos:R:3:forces:R:3:lowdin_charge:R:1
I 2.09109 3.36837 -2.33921 -0.5910 -0.3353 -0.1997 0.32
I -0.05260 2.61752 -3.83071 0.5159 -0.0658 0.5699 0.32
Sc -0.61959 -0.90303 -1.45318 3.9481 5.6140 0.8443 0.80
In 1.66700 -0.13595 0.08384 -1.0277 1.6530 -0.9899 0.69
S 1.61146 -0.42701 -2.22983 -0.8190 -0.0046 -0.9144 0.66
C 3.51598 -1.20599 0.41392 7.7666 -4.2057 1.5166 0.04
C 1.81154 0.16068 2.14677 0.0524 1.9181 9.0037 0.11
C 2.65008 -1.77000 -3.01750 1.3115 -0.8404 -0.3738 -0.80
C 2.07683 -1.86896 -4.42370 -0.4474 0.4998 -0.0986 -0.05
C 2.59047 -3.09315 -2.27312 -0.1467 0.0041 0.0734 -0.04
C 4.05143 -1.17500 -3.03237 0.1176 0.1852 -0.1945 -0.06
C -2.45018 -1.36467 -0.91420 -11.6666 -2.7909 3.2348 0.03
C -0.78417 -2.68871 -2.58527 -1.1144 -7.1591 -4.7284 0.04
O 1.87946 0.33135 3.29313 -0.3160 -1.0431 -6.3284 0.35
O 4.51475 -1.76178 0.61694 -5.2324 2.9181 -1.0059 0.31
O -3.53517 -1.57677 -0.56852 5.3277 1.0776 -1.6147 0.35
O -0.94589 -3.64394 -3.21584 0.7041 4.4953 2.9962 0.30
H 2.70391 -2.56290 -4.99633 -0.0481 0.0962 0.0845 0.14
H 2.08701 -0.89175 -4.92405 0.0588 -0.2692 -0.0637 0.11
H 1.04909 -2.25012 -4.42914 0.2204 -0.0315 -0.1076 0.08
H 3.22862 -3.80607 -2.82675 -0.2579 0.2004 0.3151 0.15
H 1.57281 -3.50417 -2.23826 0.3131 -0.0611 -0.0183 0.07
H 2.97600 -3.00946 -1.24992 0.0020 -0.2099 -0.2229 0.07
H 4.70160 -1.86093 -3.58821 -0.0058 0.1474 0.1204 0.14
H 4.46009 -1.05147 -2.02459 0.0728 -0.0639 -0.1682 0.07
H 4.05913 -0.19965 -3.53600 0.1207 -0.2434 0.0583 0.11
O -0.86543 -0.57148 1.01946 1.5393 -1.7165 -2.1629 -0.09
C -0.97879 0.68600 0.82613 -2.3880 1.7378 2.9227 -0.58
O -0.39332 1.19041 -0.20181 0.5149 -0.8837 -0.4839 -0.14
C -1.82215 1.39187 1.90771 1.0141 -0.5679 -1.3724 -0.10
C -2.18987 2.73556 1.85087 -0.7207 1.2203 0.6684 0.11
C -2.98118 3.27182 2.90218 0.8529 -0.7807 -1.0356 -0.05
C -3.40027 2.49924 3.98756 0.1256 -0.2717 -0.1127 0.16
C -3.03233 1.15446 4.03374 1.0557 0.0389 -1.7094 -0.05
C -2.24549 0.60815 2.98481 -1.0006 -0.5384 1.9161 0.09
N -3.45243 0.31213 5.17428 -1.2411 -1.2814 2.7792 -0.28
O -4.13405 0.86228 6.07708 2.0245 -1.2540 -2.8848 0.14
O -3.10353 -0.89098 5.17513 -0.5088 2.7781 -0.4921 0.09
N -3.37820 4.69625 2.85450 -1.0398 2.8505 0.3317 -0.29
O -3.01422 5.36162 1.86112 -0.6027 -1.7917 2.0326 0.10
O -4.05256 5.13312 3.81626 1.8509 -1.4743 -2.4984 0.14
H -1.87705 3.35739 1.01686 -0.1889 0.1759 0.2240 0.14
H -3.99922 2.91822 4.78396 -0.0865 0.1864 0.0589 0.16
H -1.99067 -0.44249 3.07229 -0.0597 0.0871 0.0306 0.13
```
Forces are in eV/Å.